i) 72
Properties=species:S:1:pos:R:3 method="wB97M-V/def2-TZVPD" smiles="NC(N)=O.NC(N)=O.NC(N)=O.NC(N)=O.NC(N)=O.NC(N)=O.NC(N)=O.NC(N)=O.NC(N)=O" spin_multiplicity=1 e_lumo_ha=-0.008 charge=0 gap_ha=0.3320 e_homo_ha=-0.3399
C 0.536 -5.300 -1.036
O 0.235 -4.190 -1.405
N 1.719 -5.731 -0.985
N -0.234 -6.320 -0.769
H 1.917 -6.700 -0.779
H 2.424 -5.130 -1.386
H -1.211 -6.244 -1.010
H 0.075 -7.263 -0.958
C 5.157 -0.759 -3.058
O 6.209 -0.829 -3.732
N 3.984 -0.891 -3.510
N 5.130 -0.697 -1.724
H 3.874 -1.010 -4.507
H 3.270 -0.792 -2.803
H 4.299 -0.435 -1.213
H 6.027 -0.704 -1.260
C -0.977 1.755 -5.710
O -1.799 1.370 -6.565
N -0.077 2.666 -5.900
N -0.820 1.292 -4.515
H 0.327 3.076 -5.070
H -0.269 3.219 -6.722
H -0.152 1.697 -3.875
H -1.397 0.523 -4.204
C 0.389 0.901 0.406
O 1.283 0.801 -0.417
N 0.042 1.988 0.970
N -0.432 0.027 0.778
H -0.770 2.070 1.566
H 0.709 2.739 0.868
H -0.664 -0.713 0.132
H -0.677 0.002 1.758
C 0.599 -3.751 3.988
O -0.180 -4.633 4.161
N 1.497 -3.712 3.015
N 0.694 -2.792 4.838
H 1.376 -4.348 2.240
H 2.016 -2.854 2.890
H 0.002 -2.887 5.567
H 1.233 -1.948 4.708
C -1.730 1.094 5.772
O -1.219 1.964 5.055
N -1.207 0.657 6.895
N -2.936 0.589 5.519
H -0.302 0.963 7.222
H -1.904 0.081 7.345
H -3.295 0.920 4.635
H -3.205 -0.169 6.130
C -3.878 6.236 3.496
O -3.877 6.490 4.702
N -4.502 6.879 2.582
N -3.231 5.293 2.924
H -4.555 6.664 1.596
H -4.682 7.804 2.943
H -3.043 5.228 1.934
H -2.749 4.674 3.561
C -4.493 -4.920 -2.727
O -4.184 -5.822 -1.953
N -3.622 -3.965 -3.089
N -5.585 -4.795 -3.297
H -3.993 -3.176 -3.599
H -2.709 -3.861 -2.670
H -5.800 -3.983 -3.858
H -6.286 -5.425 -2.934
C 4.922 4.288 -1.284
O 5.392 3.674 -0.342
N 3.899 3.921 -1.890
N 5.424 5.447 -1.747
H 3.383 3.228 -1.367
H 3.418 4.609 -2.450
H 4.946 5.984 -2.457
H 6.242 5.939 -1.418

ii) 72
Properties=species:S:1:pos:R:3 method="wB97M-V/def2-TZVPD" smiles="NC(N)=O.NC(N)=O.NC(N)=O.NC(N)=O.NC(N)=O.NC(N)=O.NC(N)=O.NC(N)=O.NC(N)=O" spin_multiplicity=1 e_lumo_ha=-0.013 charge=0 gap_ha=0.3151 e_homo_ha=-0.3286
C 3.600 -1.342 1.390
O 2.843 -1.966 2.120
N 3.272 -0.098 0.983
N 4.870 -1.741 1.053
H 3.630 0.307 0.136
H 2.415 0.286 1.346
H 5.325 -1.088 0.434
H 5.500 -2.105 1.746
C 2.064 3.957 -0.176
O 2.682 2.938 0.101
N 1.322 4.616 0.771
N 1.986 4.479 -1.438
H 1.626 4.360 1.698
H 1.126 5.590 0.608
H 2.455 4.151 -2.258
H 1.282 5.195 -1.498
C -0.742 0.839 0.751
O -1.272 1.784 1.350
N 0.474 0.945 0.179
N -1.336 -0.370 0.587
H 0.903 0.198 -0.337
H 0.784 1.869 -0.071
H -2.324 -0.533 0.669
H -0.763 -1.020 0.063
C -1.462 3.661 4.792
O -2.339 2.948 5.234
N -0.705 4.526 5.534
N -1.136 3.674 3.462
H -0.851 4.636 6.521
H -0.042 5.166 5.143
H -1.333 2.869 2.879
H -0.476 4.345 3.120
C -1.753 -4.905 -2.587
O -2.155 -6.044 -2.458
N -0.803 -4.305 -1.821
N -2.181 -4.112 -3.638
H -0.580 -3.329 -1.913
H -0.372 -4.881 -1.096
H -2.768 -4.615 -4.279
H -1.747 -3.239 -3.860
C 1.314 -5.122 0.934
O 0.816 -5.863 0.085
N 1.992 -5.615 1.996
N 1.146 -3.771 0.880
H 2.478 -4.981 2.603
H 1.959 -6.612 2.093
H 1.632 -3.187 1.549
H 0.506 -3.455 0.179
C -4.730 0.575 1.434
O -5.809 0.053 1.238
N -4.147 1.329 0.470
N -3.997 0.421 2.566
H -4.560 1.348 -0.443
H -3.240 1.767 0.546
H -3.161 0.971 2.678
H -4.248 -0.278 3.237
C 1.524 -1.440 -1.979
O 0.522 -1.717 -1.330
N 2.796 -1.858 -1.692
N 1.567 -0.487 -2.931
H 2.837 -2.544 -0.952
H 3.461 -1.884 -2.445
H 2.430 -0.266 -3.390
H 0.651 -0.227 -3.292
C -1.416 1.642 -3.815
O -0.410 1.039 -4.159
N -1.436 2.571 -2.817
N -2.652 1.376 -4.296
H -2.236 3.160 -2.689
H -0.551 2.770 -2.385
H -3.390 2.044 -4.188
H -2.670 0.595 -4.926

Of them, the most stable is ii) and the least stable is i).

i) 10
Properties=species:S:1:pos:R:3 method="wB97M-V/def2-TZVPD" spin_multiplicity=1 e_lumo_ha="-0.047 / -0.047" charge=0 gap_ha="0.2898 / 0.2898" e_homo_ha="-0.3368 / -0.3369"
C -1.835 0.466 0.418
C -2.645 -0.543 0.471
C -0.648 0.722 -0.347
C -0.849 -0.678 -0.530
C 0.766 0.753 -0.080
C 0.621 -0.777 -0.051
H 1.445 1.158 -0.909
H 1.101 1.130 0.914
H 0.787 -1.038 1.019
H 1.256 -1.193 -0.905

ii) 10
Properties=species:S:1:pos:R:3 method="wB97M-V/def2-TZVPD" spin_multiplicity=1 e_lumo_ha=0.007 charge=0 gap_ha=0.3427 e_homo_ha=-0.3360
C -2.290 -0.860 0.111
C -1.317 -0.034 -0.040
C -0.428 1.204 -0.007
C 0.869 1.155 0.009
C 1.330 -0.216 0.288
C 1.850 -1.290 -0.135
H -2.883 -1.897 -0.063
H -0.902 2.193 -0.180
H 1.418 1.986 0.044
H 2.354 -2.241 -0.027

iii) 10
Properties=species:S:1:pos:R:3 method="wB97M-V/def2-TZVPD" spin_multiplicity=1 e_lumo_ha=-0.012 charge=0 gap_ha=0.3135 e_homo_ha=-0.3257
C -2.985 -0.652 0.059
C -1.804 -0.129 -0.034
C -0.511 -1.015 -0.212
C -0.841 0.991 0.033
C 0.381 -0.256 0.735
C 0.305 0.286 -0.632
H -0.605 -1.937 -0.678
H -0.776 2.034 0.170
H 1.070 -0.492 1.476
H 0.651 0.647 -1.552

iv) 10
Properties=species:S:1:pos:R:3 method="wB97M-V/def2-TZVPD" smiles="C=C=C=C=C=C" spin_multiplicity=1 e_lumo_ha=-0.027 charge=0 gap_ha=0.2800 e_homo_ha=-0.3067
C 0.440 -0.192 -0.444
C 1.495 -0.760 -0.849
C -1.493 0.627 1.013
C -0.603 0.259 0.200
C 2.551 -1.258 -1.498
C -2.443 1.294 1.599
H 2.614 -1.353 -2.641
H 3.489 -1.692 -0.971
H -2.343 1.603 2.565
H -3.457 1.525 1.084

Of them, the most stable is iv) and the least stable is i).

i) 21
Properties=species:S:1:pos:R:3 method="wB97M-V/def2-TZVPD" smiles="CN[C@]1([N+](=O)[O-])C=CC=CC1" spin_multiplicity=1 e_lumo_ha=0.013 charge=0 gap_ha=0.3355 e_homo_ha=-0.3224
C -2.267 -1.450 -0.462
C -1.558 -0.696 -1.463
C -1.826 -1.492 0.797
C -0.396 -0.085 -1.196
C -0.592 -0.779 1.235
C 0.253 -0.223 0.110
C 2.159 1.316 -0.273
N 1.063 0.829 0.541
N 1.433 -1.596 -0.188
O 1.830 -1.743 -1.314
O 1.798 -2.171 0.809
H -3.175 -1.953 -0.753
H -2.006 -0.605 -2.440
H -2.370 -2.009 1.571
H 0.107 0.487 -1.957
H -0.877 0.037 1.909
H 0.035 -1.462 1.825
H 3.049 0.679 -0.210
H 1.859 1.374 -1.314
H 2.421 2.316 0.071
H 1.354 0.711 1.505

ii) 21
Properties=species:S:1:pos:R:3 method="wB97M-V/def2-TZVPD" smiles="CC1(C)C[C@H]1NC(=O)N=C=O" spin_multiplicity=1 e_lumo_ha=0.023 charge=0 gap_ha=0.3704 e_homo_ha=-0.3477
C 0.977 1.793 2.947
C 0.743 2.241 0.493
C -0.367 -0.559 0.843
C -0.825 0.433 -0.148
C -0.304 -0.926 -0.586
C -1.309 -2.003 -1.034
C 0.995 -0.932 -1.285
N 0.943 1.635 1.740
N -0.019 1.586 -0.354
O 1.145 1.794 4.103
O 1.287 3.304 0.282
H 0.437 -0.210 1.338
H -1.197 -0.967 1.359
H -0.754 -3.043 -0.998
H -1.672 -1.855 -2.146
H -2.040 -2.114 -0.314
H 1.205 -1.947 -1.705
H 1.725 -0.620 -0.679
H 0.867 -0.315 -2.231
H -1.801 0.539 -0.387
H -0.035 2.164 -1.238

Of them, the most stable is ii) and the least stable is i).